(1)
# C15H20NO4Sn

A structure of composition C15H20NO4Sn (ωB97M-V/def2-TZVPD, OMol25).

Computed properties:
Gap between HOMO and LUMO (spin up / spin down) (eV): 6.57 / 6.02
Total energy (eV): -31384.3824
HOMO (spin up / spin down) (eV): -3.668 / -4.191
Net charge: -1

Positions of all 41 atoms, in Å:
Sn (-0.45267, 0.13605, 0.28517)
C (0.74576, -2.48806, 1.70767)
C (-0.64683, -2.23625, 1.73798)
C (-1.11667, -2.14804, 0.36746)
H (-1.30537, -2.18708, 2.60516)
C (0.05750, -2.38135, -0.47737)
C (1.16887, -2.59655, 0.35665)
H (2.15585, -2.89098, -0.00185)
H (1.38685, -2.63361, 2.57100)
H (-2.15670, -2.20437, 0.02927)
H (0.05619, -2.55005, -1.56061)
C (1.68500, 1.82504, 0.73643)
C (2.63540, 0.83728, 0.36014)
C (2.48360, 0.57033, -1.02540)
H (3.40238, 0.42527, 0.99801)
C (1.44876, 1.38703, -1.53182)
C (0.90825, 2.15636, -0.43806)
H (0.21838, 2.99736, -0.53494)
H (1.64650, 2.36252, 1.67984)
H (3.08110, -0.10690, -1.62661)
H (1.17510, 1.47189, -2.58412)
O (-1.34995, 0.10151, -1.55831)
C (-0.87643, 0.31208, -4.47618)
C (-2.15137, 0.52585, -3.80881)
C (-0.34974, -1.04286, -4.58256)
C (-0.18716, 1.45341, -5.09383)
C (-2.02875, 1.04527, -2.34069)
H (-2.74202, -0.40472, -3.83076)
H (-2.70988, 1.27375, -4.39119)
H (-1.50140, 2.01806, -2.27994)
H (-3.05637, 1.15845, -1.95783)
H (-0.81760, -1.58782, -5.42228)
H (-0.53643, -1.61831, -3.66165)
H (0.73060, -0.99910, -4.77226)
H (-0.56289, 1.68402, -6.10598)
H (0.88417, 1.23626, -5.20317)
H (-0.30185, 2.36397, -4.48472)
O (-0.03189, 1.58998, 4.37382)
N (-0.23792, 0.68491, 3.56174)
O (-0.07181, -0.52860, 3.77428)
O (-0.69068, 1.08207, 2.34091)

(2)
# C15H20O4

An isolated molecule of C15H20O4 (ωB97M-V/def2-TZVPD, OMol25).

Computed properties:
Energy relative to the best compared isomer or geometry (same formula, charge and spin) (kcal/mol): 0.0
Gap between HOMO and LUMO (eV): 9.31
Total energy (eV): -24069.7244
HOMO (eV): -8.812
Net charge: 0

Positions of all 39 atoms, in Å:
C (2.94334, 1.61081, 0.83156)
C (1.97179, 2.66794, 0.32054)
C (0.56290, 2.09820, 0.18305)
C (-0.44139, 3.14582, -0.31556)
C (-1.78765, 2.48030, -0.44108)
O (-2.60547, 2.38825, 0.43690)
O (-1.93291, 1.94417, -1.65777)
C (-3.09646, 1.17043, -1.92652)
C (-2.70859, -0.24578, -2.35784)
O (-3.22043, -0.75399, -3.32804)
C (-1.66234, -0.90301, -1.55639)
C (-0.77548, -1.76974, -2.20381)
C (0.25055, -2.36720, -1.51386)
C (0.41069, -2.14442, -0.14034)
O (1.47464, -2.75720, 0.42559)
C (1.70450, -2.65086, 1.81845)
C (0.80284, -3.57424, 2.63167)
C (-0.50124, -1.32058, 0.51786)
C (-1.51606, -0.70147, -0.18646)
H (3.94925, 2.01720, 0.90135)
H (2.96336, 0.75514, 0.15979)
H (2.64515, 1.26498, 1.81913)
H (2.30992, 3.03394, -0.65088)
H (1.95792, 3.51465, 1.00993)
H (0.57939, 1.25948, -0.51697)
H (0.22683, 1.72124, 1.15146)
H (-0.13136, 3.52417, -1.28897)
H (-0.51191, 3.96522, 0.39979)
H (-3.64866, 1.64836, -2.74086)
H (-3.72860, 1.13760, -1.02973)
H (-0.90197, -1.94236, -3.26168)
H (0.95389, -3.01788, -2.00889)
H (1.60290, -1.60991, 2.14770)
H (2.74912, -2.94965, 1.94221)
H (-0.24457, -3.31411, 2.50002)
H (0.94311, -4.60264, 2.30875)
H (1.05606, -3.49741, 3.68539)
H (-0.43038, -1.14526, 1.57944)
H (-2.21267, -0.08020, 0.35508)

(3)
# C15H20O6

An isolated molecule of C15H20O6 (ωB97M-V/def2-TZVPD, OMol25).

Computed properties:
Energy relative to the best compared isomer or geometry (same formula, charge and spin) (kcal/mol): 42.3
Gap between HOMO and LUMO (eV): 10.92
Total energy (eV): -28163.4343
HOMO (eV): -10.510
Net charge: 0

Positions of all 41 atoms, in Å:
C (0.70695, 1.25635, 4.39987)
C (-0.56233, 1.02052, 4.10404)
C (-1.00667, 0.16517, 2.98272)
O (-2.14900, -0.19540, 2.83619)
O (-0.00377, -0.17049, 2.15733)
C (-0.31211, -1.02428, 1.06518)
C (-0.36587, -0.27600, -0.28646)
C (-1.21015, 1.00110, -0.11897)
C (-1.61902, 1.69343, -1.41392)
C (1.06230, 0.06303, -0.75246)
O (1.76472, 0.85447, 0.19380)
C (2.63903, 0.23155, 0.99467)
O (2.87704, -0.95028, 0.95587)
C (3.29189, 1.20215, 1.90076)
C (4.24323, 0.82284, 2.74160)
C (-0.97966, -1.26508, -1.29345)
O (-0.64963, -0.92346, -2.63329)
C (-1.63362, -0.94605, -3.54842)
O (-2.77900, -1.23067, -3.30531)
C (-1.10708, -0.56843, -4.87695)
C (-1.90059, -0.50829, -5.93624)
H (0.98536, 1.87348, 5.23779)
H (1.50674, 0.83575, 3.81367)
H (-1.37666, 1.41949, 4.69202)
H (0.47404, -1.78410, 1.04384)
H (-1.28276, -1.49598, 1.25585)
H (-2.11413, 0.74451, 0.43780)
H (-0.62825, 1.69930, 0.48778)
H (-2.11544, 2.63127, -1.17502)
H (-0.75788, 1.91723, -2.03854)
H (-2.31658, 1.08710, -1.98491)
H (1.62013, -0.86296, -0.92919)
H (1.02612, 0.64588, -1.67399)
H (2.94424, 2.22087, 1.81945)
H (4.73431, 1.51183, 3.40726)
H (4.55319, -0.20926, 2.77698)
H (-2.06935, -1.29470, -1.18894)
H (-0.57948, -2.26908, -1.10977)
H (-0.05058, -0.35168, -4.91464)
H (-1.53950, -0.23569, -6.91282)
H (-2.94951, -0.73739, -5.83912)

(4)
# C15H21Cl2NO3V

A structure of composition C15H21Cl2NO3V (ωB97M-V/def2-TZVPD, OMol25).

Computed properties:
Energy relative to the best compared isomer or geometry (same formula, charge and spin) (kcal/mol): 12.7
Gap between HOMO and LUMO (spin up / spin down) (eV): 7.36 / 7.88
Total energy (eV): -74244.3779
HOMO (spin up / spin down) (eV): -15.709 / -15.742
2S+1: 2
Net charge: +2

Positions of all 43 atoms, in Å:
V (-0.60558, 0.40660, -0.13783)
C (-1.42361, -1.25569, -2.33072)
N (-0.81719, -1.45230, -0.97193)
C (-1.70453, -2.33837, -0.16603)
C (0.54603, -2.06104, -1.11199)
C (1.50420, -0.95922, -1.46171)
C (2.71890, -1.15761, -2.09829)
C (3.52176, -0.06091, -2.38593)
C (3.11961, 1.23136, -2.05569)
C (1.90473, 1.44049, -1.42228)
C (1.11251, 0.33415, -1.10883)
H (-1.57282, -2.22699, -2.80236)
H (-0.76059, -0.65449, -2.94587)
H (-2.38755, -0.75954, -2.23535)
H (-1.77506, -3.31725, -0.64180)
H (-2.70364, -1.91107, -0.10976)
H (-1.29245, -2.46956, 0.83348)
H (0.50642, -2.85113, -1.86357)
H (0.80210, -2.52848, -0.15961)
H (3.03638, -2.15379, -2.38367)
H (4.46325, -0.21274, -2.89771)
H (3.74676, 2.07495, -2.31206)
H (1.57851, 2.44951, -1.19994)
C (0.08250, 0.70329, 3.87171)
C (1.34050, -0.09446, 3.51689)
C (1.46953, 0.08464, 2.02677)
O (0.01071, 0.14727, 1.54908)
C (-0.87700, 0.35035, 2.76019)
H (0.28915, 1.77317, 3.88439)
H (-0.34002, 0.42013, 4.83353)
H (1.22046, -1.14573, 3.77943)
H (2.23248, 0.28698, 4.01083)
H (1.94343, -0.72501, 1.48519)
H (1.91244, 1.03374, 1.74416)
H (-1.39416, -0.58914, 2.93438)
H (-1.59068, 1.13368, 2.52780)
Cl (-4.26586, 2.21250, -2.06642)
C (-3.43136, 2.43611, -0.54790)
Cl (-3.47098, 0.92025, 0.43643)
C (-1.97718, 2.78652, -0.84674)
O (-1.51568, 3.85984, -0.88278)
O (-1.24915, 1.61457, -1.07018)
H (-3.90727, 3.22440, 0.02268)

(5)
# C15H21Cl3N6O3PdSSi

A structure of composition C15H21Cl3N6O3PdSSi (ωB97M-V/def2-TZVPD, OMol25).

Computed properties:
Energy relative to the best compared isomer or geometry (same formula, charge and spin) (kcal/mol): 10.6
Gap between HOMO and LUMO (spin up / spin down) (eV): 8.01 / 7.34
Total energy (eV): -90742.0027
HOMO (spin up / spin down) (eV): -7.524 / -8.380
2S+1: 3
Net charge: 0

Positions of all 51 atoms, in Å:
Pd (0.13233, 0.08268, -0.56982)
N (2.59994, -6.54479, 3.04274)
C (1.94891, -5.70564, 2.14957)
C (1.57962, -6.16010, 0.88223)
C (0.97175, -5.30698, -0.02111)
C (0.73274, -3.98875, 0.32389)
C (1.08762, -3.52601, 1.57967)
C (1.68930, -4.37355, 2.48855)
S (0.03324, -2.89013, -0.87330)
O (-0.73717, -3.66866, -1.79889)
O (1.13164, -2.10199, -1.42564)
N (-0.81639, -1.82112, -0.01159)
C (-2.08620, -1.53005, -0.42053)
N (-2.21747, -0.23553, -0.78813)
C (-3.39775, 0.17331, -1.22766)
C (-4.47426, -0.69593, -1.29394)
C (-4.24433, -1.99671, -0.86819)
N (-3.07014, -2.42336, -0.42525)
H (2.47497, -7.53103, 2.88085)
H (2.51181, -6.29654, 4.01473)
H (1.76485, -7.19070, 0.60758)
H (0.67298, -5.66549, -0.99643)
H (0.85953, -2.50677, 1.84849)
H (1.95192, -4.00518, 3.47345)
H (-3.47242, 1.21361, -1.52203)
H (-5.44113, -0.37706, -1.65132)
H (-5.04253, -2.73087, -0.87692)
Cl (1.49536, 1.79611, -1.92197)
Si (0.18612, 2.44629, -0.35335)
Cl (-1.10382, 3.77095, -1.28791)
Cl (1.39190, 3.58619, 0.87743)
C (3.76297, -0.71642, -0.19315)
N (3.56447, -1.06127, 1.20754)
C (4.52136, -1.97581, 1.79689)
C (2.50405, -0.53648, 1.86750)
O (1.57114, 0.02801, 1.27555)
N (2.40560, -0.71778, 3.22873)
C (1.09027, -0.50908, 3.81488)
C (3.47790, -0.44727, 4.16473)
H (4.18157, -1.57533, -0.71351)
H (4.44165, 0.13350, -0.30076)
H (2.81200, -0.48103, -0.65759)
H (4.95896, -2.57182, 0.99823)
H (4.01808, -2.65340, 2.48634)
H (5.34552, -1.47604, 2.31001)
H (0.31056, -0.75439, 3.09848)
H (0.94830, 0.52974, 4.12900)
H (0.99884, -1.15418, 4.69094)
H (4.45068, -0.46032, 3.68999)
H (3.47015, -1.18576, 4.97039)
H (3.34116, 0.54379, 4.61205)